Formula: C21H40AsBiClN2O3SeSi
Source: the OMol25 dataset
Level of theory: the ωB97M-V functional and the def2-TZVPD basis

Results
M = 794.96 g/mol
HOMO energy = -0.409 Ha
spin multiplicity = 1
ΔE to the lowest compared entry with this formula, charge and spin = 1.3244 eV
LUMO = -3.16 eV
net charge = +1
largest force on an atom = 2.6 eV Å⁻¹
gap between HOMO and LUMO = 7.957 eV

Last column: Löwdin charge in e.
Element x y z (Å)
Bi1 -0.275 -0.301 -1.147  1.419
Se1 0.424 1.846 -0.148  0.302
As1 2.698 -0.734 -0.973  1.122
Cl1 -8.894 -0.593 -1.517  0.710
Si1 -0.096 4.097 -1.048  0.418
O1 0.307 -1.070 0.890  -0.318
O2 -2.409 0.425 -0.666  -0.231
O3 -2.338 -1.749 -0.596  -0.112
N1 -0.399 -1.018 3.031  -0.121
N2 -0.751 -2.907 1.737  -0.128
C1 -1.970 -3.341 2.389  -0.026
C2 -6.553 0.531 -0.795  -0.086
C3 -4.482 -0.690 -0.718  -0.142
C4 -6.514 -1.828 -1.309  -0.088
C5 -5.193 0.499 -0.565  -0.007
C6 2.984 0.479 -2.534  -0.459
C7 -0.284 -3.748 0.657  -0.026
C8 0.497 5.093 0.469  -0.220
C9 -0.313 -1.711 4.300  -0.032
C10 1.047 4.278 -2.569  -0.213
C11 -0.297 -1.650 1.855  -0.468
C12 -5.156 -1.858 -1.066  -0.007
C13 4.179 -2.027 -1.361  -0.415
C14 4.165 -3.216 -0.405  -0.176
C15 -7.207 -0.632 -1.181  -0.665
C16 3.486 0.317 0.531  -0.437
C17 -0.268 0.424 3.102  -0.039
C18 4.326 1.188 -2.627  -0.161
C19 -1.958 4.164 -1.439  -0.204
C20 -3.010 -0.698 -0.626  -0.645
C21 4.995 0.273 0.732  -0.157
H1 -0.680 0.879 2.205  0.028
H2 -1.231 -1.585 4.879  0.100
H3 2.976 -0.034 1.432  0.049
H4 2.813 -0.114 -3.442  0.068
H5 -0.112 -2.771 4.154  0.096
H6 1.145 5.324 -2.838  0.029
H7 -7.041 -2.720 -1.602  0.108
H8 -7.110 1.448 -0.688  0.110
H9 2.193 1.238 -2.496  -0.001
H10 0.650 -3.342 0.272  0.076
H11 3.237 -3.781 -0.508  0.056
H12 5.521 0.649 -0.143  0.055
H13 -0.106 -4.749 1.049  0.102
H14 -2.190 3.695 -2.392  0.031
H15 5.143 0.471 -2.679  0.065
H16 -4.592 -2.773 -1.167  0.119
H17 -0.125 4.871 1.333  0.029
H18 3.165 1.348 0.369  0.010
H19 4.242 -2.875 0.627  0.060
H20 -2.527 3.654 -0.668  0.019
H21 0.485 6.164 0.297  0.033
H22 4.995 -3.893 -0.606  0.076
H23 0.666 3.750 -3.437  0.029
H24 -4.673 1.396 -0.271  0.115
H25 0.772 0.747 3.196  0.099
H26 1.511 4.787 0.718  0.025
H27 5.345 -0.738 0.942  0.061
H28 -2.354 -2.560 3.041  0.092
H29 -2.298 5.193 -1.487  0.029
H30 2.040 3.897 -2.349  0.014
H31 0.515 -1.280 4.867  0.102
H32 5.134 -1.499 -1.309  0.055
H33 5.261 0.907 1.577  0.078
H34 -2.722 -3.538 1.620  0.098
H35 -1.807 -4.255 2.962  0.101
H36 -0.835 0.778 3.962  0.101
H37 4.361 1.809 -3.522  0.075
H38 4.048 -2.371 -2.391  0.069
H39 4.470 1.833 -1.762  0.060
H40 -1.018 -3.804 -0.146  0.088

Formula: C21H40BCrN9O3P2S3
Source: the OMol25 dataset
Level of theory: the ωB97M-V functional and the def2-TZVPD basis

Results
M = 687.57 g/mol
HOMO energy (spin up / spin down) = -0.370 / -0.370 Ha
spin multiplicity = 2
⟨S²⟩ = 0.765
LUMO (spin up / spin down) = -2.99 / -2.42 eV
net charge = +1
largest force on an atom = 1.5 eV Å⁻¹
gap between HOMO and LUMO (spin up / spin down) = 7.077 / 7.642 eV

Last column: Löwdin charge in e.
Element x y z (Å)
Cr1 -0.830 0.005 -0.136  0.272
S1 -1.421 -1.925 1.211  0.725
S2 -1.904 1.389 1.483  0.744
S3 -0.922 1.878 -1.747  0.725
P1 2.204 0.454 1.110  0.552
P2 2.172 -0.855 -1.492  0.552
O1 2.838 -0.501 -0.052  -0.253
O2 0.698 -0.845 -1.462  -0.297
O3 0.739 0.341 1.200  -0.416
N1 -4.452 1.086 0.530  0.022
N2 2.800 -2.353 -1.790  -0.296
N3 2.903 -0.114 2.498  -0.284
N4 -1.856 -0.467 -1.728  -0.154
N5 -2.836 -1.986 3.476  -0.120
N6 -3.981 -1.030 1.871  0.001
N7 2.659 1.982 0.649  -0.276
N8 2.802 0.308 -2.486  -0.287
N9 -3.671 3.138 0.457  -0.113
C1 3.973 -2.907 -1.155  -0.093
C2 -2.288 -1.633 -2.210  -0.132
C3 2.001 -3.295 -2.547  -0.080
C4 -1.642 0.558 -2.576  -0.724
C5 -4.066 -1.678 3.983  -0.030
C6 -3.385 1.854 0.766  -0.652
C7 -1.903 0.460 -3.944  -0.067
C8 -2.735 4.227 0.509  -0.035
C9 -5.429 1.900 0.043  -0.038
C10 -2.799 -1.585 2.182  -0.675
C11 -2.557 -1.812 -3.550  -0.040
C12 -4.765 -1.082 2.986  -0.040
C13 1.920 3.059 1.295  -0.080
C14 -4.954 3.173 -0.010  -0.025
C15 4.225 0.310 -2.753  -0.097
C16 2.011 0.997 -3.480  -0.096
C17 -2.374 -0.743 -4.428  -0.043
C18 -1.763 -2.588 4.216  -0.030
C19 4.043 2.321 0.376  -0.097
C20 4.334 -0.317 2.606  -0.088
C21 2.104 -0.864 3.449  -0.081
B1 -4.517 -0.473 0.528  -0.415
H1 2.606 -3.725 -3.348  0.093
H2 -2.289 4.290 1.501  0.086
H3 4.831 0.069 1.719  0.066
H4 -4.341 -1.909 4.993  0.125
H5 4.480 -2.136 -0.582  0.066
H6 3.702 -3.723 -0.480  0.095
H7 1.150 -2.773 -2.980  0.077
H8 -5.416 4.084 -0.330  0.124
H9 -6.386 1.506 -0.226  0.123
H10 -2.423 -2.426 -1.484  0.101
H11 4.065 3.218 -0.244  0.096
H12 2.194 0.609 -4.484  0.093
H13 0.887 2.745 1.436  0.058
H14 4.720 0.198 3.491  0.096
H15 2.345 3.326 2.267  0.096
H16 2.414 -1.912 3.480  0.094
H17 1.631 -4.101 -1.908  0.096
H18 -2.901 -2.769 -3.905  0.108
H19 -1.941 4.052 -0.219  0.054
H20 1.932 3.936 0.646  0.097
H21 -3.246 5.155 0.269  0.098
H22 4.587 1.340 -2.751  0.092
H23 4.512 1.509 -0.173  0.061
H24 -0.836 -2.044 4.030  0.068
H25 2.257 2.060 -3.464  0.095
H26 -2.006 -2.551 5.276  0.099
H27 -1.614 -3.625 3.916  0.100
H28 -3.831 -0.855 -0.361  0.061
H29 1.063 -0.813 3.141  0.053
H30 4.748 -0.252 -1.982  0.068
H31 4.453 -0.137 -3.725  0.096
H32 4.614 2.518 1.288  0.092
H33 -5.768 -0.704 2.976  0.128
H34 -2.583 -0.859 -5.480  0.113
H35 2.207 -0.430 4.444  0.096
H36 4.570 -1.383 2.698  0.094
H37 -1.721 1.306 -4.589  0.114
H38 4.656 -3.291 -1.916  0.094
H39 0.959 0.882 -3.240  0.012
H40 -5.656 -0.777 0.422  0.082

Formula: C21H40Cl22N2O4
Source: the OMol25 dataset
Level of theory: the ωB97M-V functional and the def2-TZVPD basis

Results
M = 1164.53 g/mol
HOMO energy = -0.352 Ha
spin multiplicity = 1
SMILES = [H]/N=C\COC(=O)N(CCC)CCCC(=O)O.ClCCl.ClCCl.ClCCl.ClCCl.ClCCl.ClCCl.ClCCl.ClCCl.ClCCl.ClCCl.ClCCl
LUMO = 0.10 eV
largest force on an atom = 3.8 eV Å⁻¹
gap between HOMO and LUMO = 9.675 eV

Last column: Löwdin charge in e.
Element x y z (Å)
Cl1 8.874 6.820 -0.507  0.506
Cl2 -9.892 -3.211 2.744  0.494
Cl3 -2.231 3.608 -1.954  0.529
Cl4 -5.354 -4.027 -3.562  0.509
Cl5 13.159 0.446 0.239  0.483
Cl6 10.507 2.250 0.355  0.475
Cl7 -4.510 -1.638 -6.768  0.493
Cl8 11.868 -0.354 -2.259  0.490
Cl9 -7.053 -4.773 -1.298  0.523
Cl10 -6.344 0.261 -8.939  0.488
Cl11 -6.994 0.887 -6.148  0.499
Cl12 10.166 5.926 1.960  0.535
Cl13 11.682 2.268 3.028  0.500
Cl14 -1.022 3.772 3.748  0.556
Cl15 5.987 -0.340 -0.996  0.506
Cl16 -3.054 -1.341 -4.255  0.553
Cl17 -11.382 -3.535 0.250  0.495
Cl18 -0.720 1.689 5.787  0.537
Cl19 3.000 -2.850 4.836  0.582
Cl20 4.745 -2.211 2.580  0.516
Cl21 -3.071 4.184 0.789  0.533
Cl22 7.252 0.459 1.515  0.519
O1 0.378 -3.530 3.107  0.051
O2 1.014 -5.026 1.638  0.158
O3 -3.882 -2.036 -0.228  0.134
O4 -4.284 0.117 -0.278  -0.022
N1 -2.318 -0.780 0.706  -0.007
N2 -6.738 0.122 -1.690  0.121
C1 10.403 6.402 0.274  -1.013
C2 -3.500 -0.948 0.041  -0.563
C3 -3.076 -2.104 -5.851  -1.006
C4 0.861 -2.900 0.751  -0.081
C5 -3.033 0.418 3.232  -0.082
C6 -1.741 0.831 2.487  -0.259
C7 -3.204 4.653 -0.909  -0.997
C8 -7.189 1.359 -7.839  -1.017
C9 -1.245 -1.639 0.191  -0.136
C10 0.768 -3.914 1.867  -0.553
C11 -4.294 0.396 -1.668  -0.181
C12 3.777 -1.561 3.905  -0.986
C13 -1.905 0.612 0.954  -0.161
C14 7.400 -0.518 0.049  -1.012
C15 13.290 -0.538 -1.220  -1.016
C16 -9.947 -4.010 1.167  -1.041
C17 -5.667 0.366 -2.281  -0.225
C18 0.062 -1.579 1.004  -0.153
C19 -6.180 -3.459 -2.103  -1.014
C20 -1.271 3.334 5.444  -0.979
C21 10.187 2.388 2.088  -1.039
H1 -6.890 -2.688 -2.382  0.017
H2 10.854 5.573 -0.260  0.015
H3 -0.712 4.024 6.066  0.024
H4 11.058 7.266 0.246  0.025
H5 -0.942 0.862 0.499  0.120
H6 0.674 -0.775 0.596  0.107
H7 4.422 -0.994 4.567  0.029
H8 0.473 -3.358 -0.159  0.120
H9 -6.512 -0.054 -0.703  0.062
H10 8.283 -0.196 -0.494  0.014
H11 -3.828 0.298 2.493  0.065
H12 -1.623 1.918 2.640  -0.021
H13 -4.244 4.583 -1.211  0.029
H14 -3.711 -0.377 -2.179  0.035
H15 -2.946 -0.497 3.812  0.074
H16 3.008 -0.918 3.492  0.029
H17 -0.097 -1.497 2.075  0.096
H18 13.380 -1.580 -0.934  0.024
H19 -2.612 1.367 0.625  0.072
H20 -2.330 3.402 5.669  0.029
H21 -1.541 -2.683 0.139  0.123
H22 -1.030 -1.352 -0.850  0.139
H23 -3.820 1.349 -1.920  0.082
H24 -5.442 -3.056 -1.418  -0.010
H25 1.108 -3.655 3.735  0.023
H26 -6.789 2.358 -7.970  0.024
H27 -5.702 0.555 -3.356  0.085
H28 -3.076 -3.181 -5.722  0.018
H29 1.896 -2.639 0.531  0.117
H30 14.168 -0.226 -1.775  0.025
H31 9.521 1.589 2.386  -0.035
H32 7.496 -1.560 0.335  0.025
H33 -3.343 1.255 3.863  0.057
H34 -0.828 0.381 2.873  0.078
H35 -9.969 -5.083 1.319  0.025
H36 -8.246 1.346 -8.081  0.025
H37 -9.064 -3.732 0.603  -0.018
H38 9.725 3.350 2.284  -0.037
H39 -2.852 5.672 -1.017  0.025
H40 -2.193 -1.793 -6.398  0.026